Molecular formula: C39H50B2F6N10O3STi
Method: DFT, ωB97M-V/def2-TZVPD

```
112
Properties=species:S:1:pos:R:3:lowdin_charge:R:1
Ti 0.695 -0.276 -0.082 1.11
C -5.127 -1.277 -2.390 -0.06
C -3.596 -1.285 -2.356 -0.37
C -3.038 -1.805 -3.682 -0.06
C -3.079 0.088 -2.042 -0.29
C -3.359 1.287 -2.738 -0.01
C -2.756 2.265 -1.982 -0.09
N -2.167 1.665 -0.925 -0.07
N -2.363 0.333 -0.960 0.13
B -1.483 2.406 0.213 -0.54
N -1.798 1.827 1.617 -0.01
C -2.808 2.288 2.382 -0.07
C -2.563 1.927 3.685 -0.01
C -1.331 1.241 3.632 -0.32
N -0.890 1.176 2.386 0.10
C -0.487 0.794 4.798 -0.36
C 0.381 1.981 5.244 -0.06
C 0.390 -0.410 4.458 -0.08
N 0.090 2.572 0.068 -0.05
C 0.586 3.808 0.034 -0.06
C 1.871 3.808 0.524 0.01
C 2.131 2.489 0.880 -0.23
N 1.063 1.721 0.553 -0.02
C 3.326 2.116 1.719 -0.33
C 4.538 2.978 1.349 -0.05
C 3.711 0.654 1.752 -0.06
H -5.511 -2.285 -2.565 0.07
H -5.540 -0.906 -1.451 0.08
H -5.489 -0.634 -3.196 0.08
H -3.284 -1.955 -1.548 0.10
H -3.309 -1.132 -4.499 0.08
H -1.948 -1.881 -3.653 0.04
H -3.450 -2.793 -3.907 0.08
H -3.920 1.412 -3.650 0.10
H -2.703 3.333 -2.118 0.12
H -1.913 3.528 0.182 0.12
H -3.628 2.835 1.943 0.12
H -3.158 2.146 4.557 0.10
H -1.160 0.532 5.617 0.13
H 0.946 2.365 4.391 0.07
H -0.237 2.793 5.631 0.08
H 1.084 1.681 6.025 0.07
H 0.916 -0.240 3.516 0.06
H 1.129 -0.588 5.241 0.08
H -0.208 -1.318 4.348 0.07
H -0.025 4.625 -0.309 0.13
H 2.522 4.655 0.638 0.11
H 3.022 2.383 2.738 0.14
H 4.705 2.947 0.272 0.07
H 4.414 4.018 1.651 0.07
H 5.429 2.592 1.847 0.08
H 4.256 0.360 0.857 0.09
H 4.350 0.468 2.615 0.09
H 2.836 0.020 1.848 0.04
N 0.944 -0.096 -4.767 0.12
C 0.591 -0.170 -3.466 -0.81
S 0.598 1.248 -2.504 0.89
N 0.236 -1.361 -3.057 0.00
N -0.082 -1.414 -1.741 -0.09
C -0.730 -2.479 -1.434 -0.09
C -1.426 -2.602 -0.167 -0.33
C -2.257 -3.688 0.064 -0.03
C -2.967 -3.744 1.250 -0.04
C -2.811 -2.712 2.160 -0.03
C -1.948 -1.670 1.850 -0.09
N -1.270 -1.606 0.712 0.08
H 1.143 0.800 -5.170 0.09
H 0.887 -0.919 -5.339 0.11
H -0.890 -3.217 -2.212 0.14
H -2.333 -4.470 -0.681 0.13
H -3.626 -4.577 1.460 0.11
H -3.353 -2.698 3.096 0.11
H -1.803 -0.849 2.538 0.09
C 0.948 -4.031 1.281 0.04
C 1.976 -2.903 1.187 -0.36
O 1.410 -1.665 0.912 -0.22
C 2.994 -3.286 0.082 -0.56
F 2.372 -3.307 -1.103 0.17
F 3.510 -4.507 0.274 0.17
F 4.010 -2.421 0.012 0.18
C 2.698 -2.873 2.563 -0.56
F 3.285 -4.049 2.829 0.16
F 1.793 -2.652 3.529 0.15
F 3.636 -1.939 2.665 0.17
H 1.415 -4.922 1.692 0.11
H 0.131 -3.721 1.928 0.10
H 0.564 -4.267 0.293 0.09
C 6.360 -1.596 -6.126 -0.07
C 6.898 -0.386 -5.359 -0.56
C 8.238 -0.774 -4.715 -0.05
C 7.126 0.749 -6.365 -0.06
C 5.938 0.063 -4.254 -0.17
C 6.151 1.284 -3.609 -0.03
C 5.340 1.742 -2.571 0.03
C 4.295 0.931 -2.196 -0.19
O 3.349 1.122 -1.223 0.07
B 2.492 0.005 -1.294 -0.66
O 2.978 -0.881 -2.261 0.10
C 4.073 -0.278 -2.820 -0.18
C 4.870 -0.741 -3.841 0.07
H 7.041 -1.838 -6.944 0.08
H 5.376 -1.388 -6.554 0.09
H 6.284 -2.479 -5.488 0.08
H 8.939 -1.128 -5.475 0.08
H 8.093 -1.569 -3.982 0.09
H 8.687 0.080 -4.204 0.08
H 7.734 0.391 -7.199 0.08
H 7.647 1.596 -5.917 0.07
H 6.175 1.107 -6.765 0.09
H 6.980 1.910 -3.915 0.11
H 5.519 2.696 -2.094 0.11
H 4.656 -1.700 -4.291 0.12
```

Values from the calculation:
Frontier orbital gap ... 6.887 eV
DFT total energy ... -113912.83419 eV
Relative energy (zero: lowest compared OMol25 entry of this formula, charge and spin) ... 34.78 kcal per mole


Molecular formula: C16H29AlF4GeN2O5SSe
Method: DFT, ωB97M-V/def2-TZVPD

```
60
Properties=species:S:1:pos:R:3:lowdin_charge:R:1
Al 1.027 -1.434 0.541 -0.01
C 3.885 -0.634 0.919 -0.04
N 2.534 -0.064 1.115 -0.26
C 2.464 1.209 0.375 -0.06
C 2.290 0.184 2.555 -0.15
C 0.794 0.199 2.793 -0.18
N 0.268 -1.007 2.154 0.00
C -0.683 -1.711 2.880 -0.16
C -0.579 -3.092 3.057 -0.17
F 0.457 -3.744 2.511 0.12
C -1.516 -3.803 3.782 -0.22
F -1.369 -5.128 3.903 0.10
C -2.585 -3.174 4.387 0.08
C -2.693 -1.806 4.236 -0.21
F -3.717 -1.151 4.799 0.10
C -1.776 -1.092 3.491 -0.16
F -1.962 0.227 3.317 0.10
H 4.634 0.064 1.305 0.10
H 3.963 -1.585 1.438 0.10
H 4.056 -0.806 -0.142 0.09
H 3.294 1.856 0.674 0.11
H 2.517 1.003 -0.691 0.09
H 1.521 1.706 0.596 0.06
H 2.727 -0.643 3.115 0.13
H 2.775 1.116 2.865 0.13
H 0.608 0.181 3.868 0.13
H 0.334 1.110 2.397 0.10
H -3.310 -3.733 4.960 0.14
C -2.272 2.629 -4.141 -0.23
Ge -0.765 3.339 -3.124 0.74
C -1.385 4.778 -1.962 -0.22
C 0.604 3.987 -4.359 -0.22
C 0.094 1.985 -1.979 -0.60
Se -1.072 1.119 -0.673 0.91
C -1.830 -0.178 -1.905 -0.38
H -2.635 3.397 -4.825 0.02
H -3.094 2.352 -3.480 0.02
H -1.981 1.761 -4.732 0.02
H -1.901 5.545 -2.540 0.02
H -0.546 5.247 -1.445 0.02
H -2.075 4.384 -1.215 0.01
H 0.206 4.769 -5.006 0.02
H 0.965 3.173 -4.988 0.02
H 1.452 4.398 -3.810 0.02
H 0.870 2.498 -1.409 0.00
H 0.584 1.187 -2.539 0.03
H -2.226 0.336 -2.774 0.00
H -2.644 -0.685 -1.395 0.01
H -1.055 -0.887 -2.193 0.03
O 2.155 -2.805 0.085 -0.22
S 2.065 -2.492 -1.432 0.48
O 3.346 -2.391 -2.049 -0.25
O 1.381 -1.109 -1.267 -0.27
O 1.107 -3.407 -2.029 -0.28
C -1.896 -2.832 0.173 -0.04
O -0.508 -2.577 -0.057 -0.10
H -2.018 -3.743 0.758 0.10
H -2.408 -2.934 -0.782 0.10
H -2.311 -1.990 0.721 0.10
H -0.164 -3.101 -0.824 0.08
```

Values from the calculation:
Frontier orbital gap ... 8.733 eV
DFT total energy ... -180449.04078 eV
Relative energy (zero: lowest compared OMol25 entry of this formula, charge and spin) ... 0.00 kcal per mole


Molecular formula: C3H15NO3S
Method: DFT, ωB97M-V/def2-TZVPD

```
23
Properties=species:S:1:pos:R:3:lowdin_charge:R:1
C -0.902 -1.733 -0.040 -0.28
C -0.787 -0.316 0.520 -0.34
C -2.040 0.352 0.996 -0.58
S -1.587 2.071 1.539 0.65
N 0.340 -2.198 -0.641 -0.01
H -1.211 -2.477 0.712 0.12
H -1.757 -1.776 -0.767 0.12
H -0.208 0.351 -0.149 0.07
H -0.140 -0.382 1.494 0.13
H -2.728 0.339 0.171 0.06
H -2.561 -0.012 1.925 0.09
H -1.499 2.956 -0.415 0.18
H 0.598 -3.178 -0.585 0.08
H 0.262 -1.984 -1.629 0.08
H 0.270 2.385 0.438 -0.11
H 1.456 1.753 0.927 0.05
O 1.196 2.196 0.094 -0.16
H 2.899 -0.057 0.375 0.06
H 1.850 -1.161 0.333 0.02
O 2.382 -0.629 1.021 -0.14
H 1.537 1.257 -2.886 0.03
H 1.196 1.463 -1.383 -0.03
O 1.434 0.780 -2.050 -0.10
```

Values from the calculation:
Frontier orbital gap ... 7.663 eV
DFT total energy ... -21818.97672 eV
Relative energy (zero: lowest compared OMol25 entry of this formula, charge and spin) ... 73.46 kcal per mole


Molecular formula: C3H12N2O3S
Method: DFT, ωB97M-V/def2-TZVPD

```
21
Properties=species:S:1:pos:R:3:mulliken_spin:R:1
C -1.537 1.049 0.433 0.03
C -0.192 0.656 1.086 -0.01
S 0.109 1.199 2.815 0.81
N -1.581 0.626 -0.949 0.05
C -1.371 -0.712 -1.204 0.00
N -1.748 -1.598 -0.154 0.08
O -1.025 -1.198 -2.244 -0.01
H -2.432 0.664 1.029 -0.01
H -1.874 2.076 0.629 0.00
H 0.618 1.003 0.439 -0.02
H -0.333 -0.474 1.206 0.09
H -1.080 1.041 3.378 -0.01
H -1.150 1.287 -1.572 0.00
H -1.647 -2.572 -0.373 0.00
H -2.355 -1.460 0.642 0.00
H 3.105 1.115 -0.676 0.00
H 3.779 0.832 0.642 0.00
O 3.182 0.432 -0.003 0.00
H 2.529 -1.380 -2.523 0.00
H 2.227 -1.495 -0.963 0.00
O 2.773 -1.091 -1.639 0.00
```

Values from the calculation:
Charge ... +1
Frontier orbital gap (alpha / beta) ... 10.000 / 4.529 eV
DFT total energy ... -23254.04288 eV
<S²> ... 0.754
Spin multiplicity ... 2


Molecular formula: C2H4N2O2S
Method: DFT, ωB97M-V/def2-TZVPD

```
11
Properties=species:S:1:pos:R:3:lowdin_charge:R:1
O 1.406 2.290 -0.864 -0.05
N 0.952 1.172 -0.162 0.00
C -0.009 0.632 -0.790 -0.15
C -0.634 -0.569 -0.183 -0.82
S -1.882 -1.375 -0.917 0.68
N -0.123 -1.000 0.931 -0.09
O -0.633 -2.047 1.650 -0.02
H 2.190 2.627 -0.381 0.11
H -0.432 0.976 -1.774 0.14
H 0.582 -0.418 1.422 0.17
H -1.417 -2.289 1.068 0.03
```

Values from the calculation:
Frontier orbital gap ... 8.729 eV
DFT total energy ... -20045.94316 eV
Relative energy (zero: lowest compared OMol25 entry of this formula, charge and spin) ... 81.63 kcal per mole


Molecular formula: C4H12OSi
Method: DFT, ωB97M-V/def2-TZVPD

```
18
Properties=species:S:1:pos:R:3:lowdin_charge:R:1
C 0.714 1.189 -2.267 -0.08
C 1.578 0.491 -1.110 -0.25
O 0.718 0.378 0.009 -0.29
Si -0.648 -0.311 0.462 0.46
C -0.382 -2.139 0.890 -0.17
C -1.156 0.719 2.050 -0.20
H -0.209 0.668 -2.394 0.03
H 0.440 2.109 -1.854 0.04
H 1.331 1.256 -3.237 0.10
H 2.468 1.167 -0.851 0.14
H 1.669 -0.545 -1.432 0.10
H -1.708 -0.093 -0.563 -0.01
H -0.294 -1.963 1.949 0.01
H -1.023 -2.956 0.710 0.01
H 0.603 -2.428 0.512 0.03
H -0.610 0.537 3.000 0.02
H -1.387 1.787 1.849 0.03
H -2.103 0.134 2.277 0.02
```

Values from the calculation:
Frontier orbital gap ... 10.893 eV
DFT total energy ... -14267.87753 eV
Relative energy (zero: lowest compared OMol25 entry of this formula, charge and spin) ... 42.89 kcal per mole